No. 1
Here is a 9-piece molecular cluster, C44H44N8O15 overall at a distorted geometry from the OMol25 dataset. Energies are from ωB97M-V/def2-TZVPD.

Output
⟨S²⟩: 0.75
Multiplicity: 2
LUMO energy (alpha / beta): -3.10 / -5.07 eV
Charge: +1

Each line ends with the Mulliken spin population.
Cartesian coordinates (Å):
O 1.37284 1.96120 1.36453  -0.001
O 0.16122 -3.04711 0.56438  0.000
O 1.12255 0.97667 -2.85081  0.862
O 1.94493 2.96369 3.17586  0.000
O -1.09544 1.94212 0.22822  0.010
O 1.04333 -2.83713 -2.27903  0.001
O -6.96626 -0.10441 -0.35196  0.000
O -2.92219 2.54886 1.27053  0.000
O 2.22363 -1.40723 1.58084  0.000
O -2.06054 -0.97165 0.77923  0.001
O -3.77225 -1.49640 1.97816  0.000
O -0.68464 -4.02731 2.22989  0.000
O 1.63272 -4.65717 -3.14575  0.000
O -7.58830 1.77095 -1.24836  0.000
O 4.26192 -1.79687 1.46803  0.000
N -1.95782 2.74574 0.55339  0.000
N 1.90699 2.85037 1.92048  0.000
N 0.48894 -0.34271 -0.48215  -0.002
N 1.02144 -3.60929 -3.20492  0.000
N 3.25304 -1.84897 2.07468  0.000
N -6.71584 0.91408 -0.96823  0.000
N 0.14520 -3.97872 1.34710  0.000
N -2.69188 -0.98789 1.81897  0.000
C -2.81893 5.05950 0.31525  0.000
C -0.95098 0.48976 5.51298  0.000
C -2.25739 -0.07258 5.54123  0.000
C -3.11872 0.31891 -1.96087  0.003
C -3.73217 2.54270 -2.62228  0.002
C 3.44070 6.11556 -0.40874  0.001
C -2.71602 6.34055 -0.24595  0.001
C 3.20197 -6.88878 1.50144  0.000
C -0.84883 0.18650 3.12848  0.000
C -5.34908 1.19833 -1.47153  0.000
C 1.20828 -4.92039 1.41630  0.000
C -0.45961 -2.05518 -4.55161  -0.023
C 2.94667 5.07417 1.70688  0.000
C 2.96192 4.99738 -1.08407  0.000
C 1.30743 1.68032 -5.20615  -0.021
C -2.86370 -0.59096 4.33354  0.000
C 3.42745 6.17068 1.01280  0.000
C -0.20972 -4.34133 -5.32017  0.000
C 4.25120 -3.69550 5.15657  0.000
C -1.89041 4.05695 -0.15223  -0.006
C -0.29291 0.58744 4.30181  0.000
C 2.43816 3.95413 1.07567  -0.001
C 4.33088 -3.03425 3.96482  0.000
C 3.05412 -3.78474 5.81250  0.000
C -0.97347 5.59113 -1.68500  -0.006
C -1.77898 6.58942 -1.21727  0.000
C -4.40867 0.19566 -1.42914  0.003
C 1.03630 -6.16426 2.14565  0.000
C 1.95419 -2.56778 4.08289  0.000
C -1.22002 -1.73061 -5.74042  0.001
C -0.95984 4.39757 -1.11261  0.002
C -0.86920 -4.08218 -6.46747  0.000
C 2.43108 -4.69941 0.69403  0.000
C -2.12292 -0.46347 3.10473  0.000
C -1.32413 -2.74172 -6.67633  0.000
C -5.01800 2.38944 -2.02588  0.000
C 2.41810 3.98856 -0.32686  0.016
C 3.37208 -5.70369 0.74884  0.000
C 2.06697 -7.08472 2.21444  0.000
C -2.77519 1.49605 -2.61035  -0.007
C 1.03666 2.04997 -3.73857  -0.013
C 3.15005 -2.46814 3.38979  0.000
C 0.14354 -3.32083 -4.36193  0.008
C 1.85578 -3.18475 5.31600  0.000
H -1.87584 -2.51393 -7.57639  0.000
H -0.93466 -4.92182 -7.14357  0.000
H -1.82345 1.67056 -3.09007  0.001
H 1.15664 2.58676 -5.79245  0.000
H -3.43720 7.08261 0.06334  0.000
H 1.92677 3.14264 -0.78449  -0.014
H -2.67283 -0.12695 6.53665  0.000
H -5.71207 3.21573 -2.06952  0.000
H 0.09601 2.58991 -3.63020  0.077
H 5.12856 -4.06349 5.66768  0.000
H 0.12020 -5.34202 -5.08318  0.000
H 0.90816 -3.11131 5.82887  0.000
H 3.96365 -7.65047 1.57931  0.000
H -0.25828 -1.31215 -3.79413  0.016
H -0.33533 5.81379 -2.52737  0.000
H 1.01935 -2.10728 3.79928  0.000
H 0.15185 -1.21861 -0.85536  0.005
H -1.89033 7.48750 -1.80672  0.000
H -3.56053 3.51255 -3.06540  0.000
H -1.63169 -0.76860 -6.00775  0.000
H 2.97510 -4.27486 6.77164  0.000
H 1.65126 2.85432 -3.33435  0.083
H -0.29546 0.27566 2.20532  -0.001
H 2.89647 4.91229 -2.15872  -0.001
H -0.15924 3.71162 -1.34695  0.004
H -0.52002 0.94875 6.39048  0.000
H 0.65931 1.09349 4.24178  0.000
H -2.35321 -0.44287 -1.95167  0.007
H 4.34394 -5.59860 0.28965  0.000
H 0.67924 0.87324 -5.58313  0.002
H 2.36785 1.43066 -5.24167  0.001
H -3.60116 4.86675 1.03454  0.000
H -3.77220 -1.17394 4.36742  0.000
H -4.78484 -0.77032 -1.12618  0.000
H 0.19102 -6.39776 2.77603  0.000
H 1.95512 -8.01598 2.74983  0.000
H 3.84019 6.95214 -0.96279  0.000
H 2.67850 -3.82737 0.10691  0.000
H 5.31166 -2.95397 3.51984  0.000
H 0.81600 0.14257 -1.30534  -0.012
H 2.71202 5.30775 2.73487  0.000
H 1.20559 -0.61243 0.17646  0.000
H 3.82734 7.04871 1.49815  0.000
H -0.16171 0.24845 0.01511  0.003

=====

No. 2
Here is C44H46AsBr2F5MoN2O6P as an isolated structure at a distorted geometry from the OMol25 dataset. Energies are from ωB97M-V/def2-TZVPD.

Output
⟨S²⟩: 2.06
Multiplicity: 3
LUMO energy (alpha / beta): -8.93 / -11.56 eV
Charge: +3

Each line ends with the Mulliken spin population.
Cartesian coordinates (Å):
Mo 16.26585 15.08827 9.91032  1.017
Br 17.38780 21.83391 9.45127  0.000
Br 10.82746 18.05058 12.19798  0.001
As 11.44928 11.11554 11.72885  0.025
P 15.93181 13.90359 7.71515  -0.074
F 19.62589 14.02011 13.89113  0.001
F 18.02194 10.31224 11.64184  0.000
F 18.36545 15.71641 12.29201  0.002
F 16.89867 11.92287 9.66274  -0.003
F 19.26039 11.29500 13.67588  0.000
O 15.86249 8.80377 16.63131  0.000
O 15.10877 14.87866 6.78467  0.001
O 12.84199 11.95850 11.92834  0.009
O 15.01683 12.58967 7.35420  0.002
O 19.44045 8.00678 17.23694  0.000
O 17.29235 13.57513 7.07181  -0.003
N 14.65648 16.00773 10.80144  0.089
N 16.72391 17.25131 9.80990  -0.009
C 17.72099 12.36921 6.27676  -0.003
C 9.08864 12.52534 12.81035  0.003
C 16.98710 19.98855 9.50109  -0.001
C 17.19158 8.83053 17.22798  0.000
C 11.26828 8.13654 8.10157  0.044
C 18.00633 11.66341 11.76371  0.007
C 12.46036 15.78444 11.61280  -0.006
C 12.32504 17.19959 11.47044  0.003
C 13.64264 15.23567 11.23084  -0.021
C 14.89600 9.73816 17.12610  0.000
C 15.21403 16.33401 6.59878  0.013
C 15.84371 19.49562 10.17625  -0.001
C 11.39576 9.68002 13.01658  0.280
C 14.55643 17.38731 10.72002  0.031
C 12.55040 7.95402 14.22414  0.029
C 13.59218 12.62826 7.76243  0.019
C 12.37444 9.85795 9.46438  0.010
C 14.16840 16.67903 5.55326  0.001
C 9.67803 11.93484 11.65892  0.008
C 18.52538 12.15424 12.95370  0.004
C 10.15976 7.94717 14.11988  0.167
C 11.35892 7.40060 14.59971  0.208
C 12.32014 9.01353 8.30318  0.005
C 20.29137 6.80354 17.18014  0.000
C 15.76470 18.07846 10.31217  0.007
C 10.21977 8.13319 8.95778  -0.013
C 13.33163 17.97433 10.93470  -0.006
C 18.19632 7.98656 16.45256  0.000
C 7.45895 12.11514 10.67069  0.002
C 17.82709 17.74516 9.15376  -0.003
C 18.61063 13.53997 13.09464  0.001
C 17.43540 13.90940 10.90637  -0.020
C 18.72562 11.57308 7.04870  0.001
C 6.97089 12.78212 11.79191  -0.001
C 17.54225 12.47950 10.79943  0.003
C 17.92507 19.06488 9.00294  0.008
C 12.55640 9.08824 13.44529  0.104
C 8.80702 11.83174 10.55556  -0.001
C 12.66703 12.35960 6.59513  -0.001
C 10.19910 9.00365 10.06232  0.036
C 18.01199 14.38494 12.19602  -0.035
C 10.17296 9.06420 13.25302  -0.021
C 11.25179 9.86893 10.25260  0.097
C 7.78842 13.02724 12.88539  0.002
H 16.17329 16.57893 6.11000  0.000
H 13.25226 10.54071 9.69984  -0.003
H 13.23703 12.27650 5.64082  0.000
H 19.46544 12.22323 7.57749  0.000
H 13.15540 8.91629 7.60192  0.002
H 11.27915 6.50492 15.20832  -0.001
H 14.39220 9.32203 18.01307  0.000
H 11.87145 13.12797 6.46460  0.000
H 13.52913 9.54371 13.22560  0.004
H 6.78434 11.83226 9.88193  0.000
H 13.28549 19.03465 11.01240  0.000
H 18.21572 12.76628 5.35997  0.000
H 12.08730 11.43213 6.71826  0.001
H 15.09530 20.24031 10.53735  0.000
H 15.28427 10.75028 17.38018  0.000
H 20.42694 6.46676 16.11975  0.000
H 13.15699 16.31829 5.81900  0.000
H 7.51971 13.56985 13.78134  0.000
H 21.22585 7.05159 17.65639  0.000
H 14.26736 16.09712 4.63230  0.000
H 5.89466 13.11774 11.87868  0.000
H 14.22299 9.83805 16.23066  0.000
H 18.35426 8.49314 15.48253  0.000
H 9.17802 9.41401 12.95566  -0.005
H 16.85371 11.76313 6.00688  0.000
H 15.15460 16.88586 7.55905  -0.009
H 13.59258 11.92801 8.55911  -0.001
H 17.10243 8.58070 18.31794  0.000
H 9.18775 11.56632 9.58823  0.000
H 11.24853 7.46803 7.23094  0.001
H 19.82990 5.97796 17.72201  0.000
H 9.41271 8.96184 10.81577  0.007
H 18.30934 10.88516 7.75540  0.000
H 17.82890 6.91289 16.32957  0.000
H 9.69248 12.40846 13.75096  0.000
H 14.22735 17.74650 5.33862  0.000
H 13.35404 13.61371 8.16930  0.007
H 19.28749 10.90602 6.37819  0.000
H 13.84924 14.17930 11.42173  -0.016
H 17.61032 9.83626 17.09498  0.000
H 9.20541 7.52668 14.50945  0.001
H 18.60109 17.01379 8.87509  -0.008
H 9.35353 7.52021 8.73834  -0.001
H 13.50934 7.48135 14.50175  0.007
H 11.66418 15.08294 11.87130  0.001
H 18.81274 19.50533 8.57956  0.000